# 1
The following is a quantum chemistry calculation of 2 unconnected molecules or ions with the total composition C24H27NO4S2 at a distorted geometry, from OMol25.

```
! wB97M-V def2-TZVPD RIJCOSX def2/J DEFGRID3
* xyz 0 1
O 0.008 0.121 -2.864
S 0.812 -1.027 -2.464
O 0.303 -2.367 -2.645
C 1.369 -0.765 -0.805
C 0.456 -0.844 0.262
C 1.035 -1.164 1.608
C 1.568 -0.096 2.332
C 2.131 -0.275 3.585
C 2.247 -1.563 4.148
C 1.748 -2.645 3.403
C 1.152 -2.467 2.160
S 3.000 -0.133 -0.719
O 3.843 -0.952 0.107
O 2.918 1.307 -0.514
C 3.452 -0.430 -2.429
C 4.740 -0.291 -2.921
C 5.016 -0.635 -4.240
C 3.991 -1.126 -5.070
C 2.692 -1.249 -4.573
C 2.431 -0.892 -3.253
H -0.287 -1.613 0.013
H 1.472 0.902 1.887
H 2.488 0.597 4.126
H 2.702 -1.693 5.127
H 1.826 -3.647 3.844
H 0.780 -3.339 1.602
H 5.514 0.085 -2.252
H 6.026 -0.536 -4.625
H 4.209 -1.414 -6.096
H 1.875 -1.632 -5.197
C -0.881 1.095 0.150
C -2.215 1.287 0.598
N -3.083 0.244 0.592
C -4.483 0.346 0.981
C -5.031 -1.094 0.882
C -3.868 -2.005 0.477
C -2.645 -1.105 0.334
C -2.841 2.641 0.909
C -1.937 3.869 0.739
C -0.452 3.536 0.879
C -0.043 2.339 0.004
H -0.713 0.332 -0.611
H -4.594 0.740 2.011
H -5.044 1.037 0.320
H -5.452 -1.383 1.852
H -5.834 -1.123 0.137
H -3.671 -2.759 1.238
H -4.058 -2.491 -0.479
H -2.221 -1.182 -0.669
H -1.876 -1.390 1.053
H -3.213 2.609 1.944
H -3.740 2.815 0.293
H -2.233 4.619 1.482
H -2.151 4.329 -0.235
H 0.117 4.419 0.563
H -0.223 3.319 1.933
H -0.153 2.625 -1.056
H 1.022 2.111 0.141
*
```

As for the structure (SMILES): O=S1(=O)C(=Cc2ccccc2)S(=O)(=O)c2ccccc21.C1=C(N2CCCC2)CCCC1. The HOMO-LUMO gap is 6.960 eV.


# 2
The following is a quantum chemistry calculation of 3 unconnected molecules or ions with the total composition C4H11NO2 at a distorted geometry, from OMol25.

```
! wB97M-V def2-TZVPD RIJCOSX def2/J DEFGRID3
* xyz -1 2
N 0.612 -1.844 0.627
C -0.306 -0.916 1.066
C -1.100 -0.231 0.246
C -2.033 0.862 0.527
C -1.685 2.117 0.893
H 0.824 -2.747 0.996
H 0.932 -1.833 -0.336
H -0.319 -0.739 2.139
H -1.116 -0.484 -0.820
H -3.120 0.801 0.509
H -2.384 2.709 1.466
H -0.632 2.377 0.956
H 1.181 -0.443 -2.515
H 2.034 -0.820 -1.332
O 1.624 -1.213 -2.131
H 0.780 0.957 -0.177
H 1.674 2.120 -0.397
O 1.678 1.137 -0.521
*
```

Its energy above the lowest of the compared OMol25 structures with the same formula, charge and spin is 72.11 kcal per mole. The HOMO-LUMO gap (alpha / beta) is 2.427 / 7.100 eV.


Number 1: energy -56672.2615 eV. Number 2: energy -9908.3116 eV.